# 1
16
Properties=species:S:1:pos:R:3:nbo_charge:R:1 method="wB97M-V/def2-TZVPD" smiles="CN[C@H](C=O)CO" max_force_ha_per_bohr=0.06663 e_tot_ha=-362.951012
C -0.04122 2.04264 1.03587 -0.43
N 0.60190 1.10347 -0.00612 -0.59
C 0.22563 -0.31741 0.14069 -0.20
C 1.29664 -1.16030 -0.56120 0.43
O 1.61917 -2.34514 -0.42634 -0.53
C -1.09033 -0.87937 -0.45786 -0.06
O -1.17420 -0.96620 -1.83759 -0.70
H 0.56265 2.93170 1.12556 0.21
H -0.05550 1.58179 2.20711 0.17
H -1.10988 2.34898 0.58971 0.21
H 1.50167 1.00301 0.42874 0.34
H 0.12968 -0.74503 1.21521 0.19
H 1.55889 -0.61368 -1.49871 0.12
H -1.28055 -1.91899 0.01044 0.18
H -1.86537 -0.17506 0.01766 0.18
H -0.87917 -1.89040 -1.98318 0.47

# 2
16
Properties=species:S:1:pos:R:3:nbo_charge:R:1 method="wB97M-V/def2-TZVPD" max_force_ha_per_bohr=0.10525 e_tot_ha=-362.668401
C -1.90281 -0.64264 0.32312 -0.60
C -1.30481 0.54454 -0.33583 -0.52
C 0.23370 0.72829 0.00847 -0.43
C 1.07454 -0.49523 -0.06962 -0.31
H -1.04043 -1.04759 1.54493 0.20
H -2.19373 -1.93408 -0.61662 0.24
H -3.19491 -0.03920 0.64682 0.24
H -1.77607 1.58934 -0.33044 0.24
H -1.05077 0.37041 -1.51914 0.21
H 0.32043 1.61116 -0.80589 0.24
H 0.29982 1.29216 1.04665 0.23
H 1.23552 -0.95909 -1.00306 0.24
H 0.84247 -1.17812 0.96614 0.26
N 2.49310 -0.06294 0.00232 0.52
O 2.71983 1.19123 0.28270 -0.41
O 3.24412 -0.96826 -0.14055 -0.33

# 3
16
Properties=species:S:1:pos:R:3:nbo_charge:R:1 method="wB97M-V/def2-TZVPD" max_force_ha_per_bohr=0.00699 e_tot_ha=-362.960634
C -1.83975 -0.89342 -0.56266 -0.62
C -0.54734 -0.08074 -0.58551 0.04
O -0.83678 1.24899 -1.08316 -0.74
C 0.11386 -0.04800 0.77062 -0.52
N 1.54007 -0.25197 0.74443 -0.49
C 2.31127 0.72754 0.36728 0.45
O 1.77727 1.86184 0.03194 -0.64
H -1.63568 -1.95585 -0.38883 0.21
H -2.37766 -0.78537 -1.50925 0.22
H -2.49349 -0.54107 0.24656 0.20
H 0.12066 -0.48553 -1.36129 0.17
H -1.36338 1.66029 -0.38168 0.46
H 0.79214 1.72541 0.25901 0.51
H -0.31962 -0.73800 1.49408 0.19
H 1.98961 -1.09472 1.08824 0.40
H 3.39214 0.64488 0.34491 0.18

# 4
16
Properties=species:S:1:pos:R:3:nbo_charge:R:1 method="wB97M-V/def2-TZVPD" smiles="NC(=O)CCCO" max_force_ha_per_bohr=0.00866 e_tot_ha=-363.062392
N -1.10855 -2.59637 -0.27039 -0.82
C -1.23186 -1.31851 0.18008 0.68
O -1.93612 -1.04253 1.13761 -0.63
C -0.40299 -0.25342 -0.51791 -0.50
C 0.51701 0.35461 0.54889 -0.42
C 0.89720 1.79859 0.31096 -0.06
O 1.54178 1.91596 -0.94337 -0.73
H -1.53439 -3.31728 0.29163 0.40
H -0.47058 -2.85775 -1.00213 0.39
H 0.15468 -0.63986 -1.37849 0.21
H -1.09606 0.50951 -0.89140 0.23
H -0.03564 0.31054 1.49521 0.24
H 1.42405 -0.25458 0.64547 0.20
H -0.01777 2.41232 0.34603 0.16
H 1.55749 2.12946 1.12880 0.16
H 1.74176 2.84932 -1.08098 0.47

# 5
16
Properties=species:S:1:pos:R:3:nbo_charge:R:1 method="wB97M-V/def2-TZVPD" smiles=CN(O)[C@]1(C)CO1 max_force_ha_per_bohr=0.00641 e_tot_ha=-362.939830
C 1.28983 0.86908 -1.15686 -0.44
N -0.07480 0.65761 -0.67432 -0.19
O -0.51259 1.86415 -0.04950 -0.60
C -0.19291 -0.42923 0.29043 0.32
C -1.08212 -1.56374 -0.15715 -0.62
C 0.01795 -0.13636 1.70605 -0.11
O 0.99885 -0.83920 0.94992 -0.50
H 2.04373 0.70248 -0.37843 0.20
H 1.48213 0.19115 -1.99561 0.20
H 1.35181 1.89805 -1.51434 0.21
H -1.19656 2.17310 -0.65799 0.47
H -2.12777 -1.24038 -0.20270 0.22
H -0.99417 -2.39851 0.54527 0.22
H -0.78624 -1.90579 -1.15458 0.22
H 0.28232 0.88176 1.98515 0.20
H -0.49946 -0.72417 2.46468 0.18

# 6
16
Properties=species:S:1:pos:R:3:nbo_charge:R:1 method="wB97M-V/def2-TZVPD" smiles="N[C@@H](CO)CC=O" max_force_ha_per_bohr=0.02284 e_tot_ha=-363.016562
N 0.85901 -0.67257 1.18287 -0.81
C -0.00737 0.14158 0.31917 -0.08
C 0.74910 1.27671 -0.38588 -0.08
O 1.81724 1.80440 0.37323 -0.72
C -0.67894 -0.75836 -0.72754 -0.52
C -1.88909 -1.50252 -0.21749 0.44
O -2.11729 -1.72771 0.93898 -0.50
H 1.44442 -1.24755 0.58275 0.34
H 1.47911 -0.05833 1.69732 0.37
H -0.80035 0.57047 0.94056 0.19
H 0.08138 2.09235 -0.67481 0.16
H 1.16737 0.92148 -1.32457 0.17
H 1.48190 2.49536 0.94880 0.47
H -1.03301 -0.11234 -1.53942 0.22
H 0.08372 -1.40580 -1.14777 0.23
H -2.63722 -1.81719 -0.96618 0.10

# 7
16
Properties=species:S:1:pos:R:3:nbo_charge:R:1 method="wB97M-V/def2-TZVPD" smiles="CCCNC(=O)O" max_force_ha_per_bohr=0.03215 e_tot_ha=-363.057445
C -0.70469 -0.05412 3.07595 -0.61
C 0.05010 -0.13391 1.75661 -0.41
C -0.91518 -0.18472 0.58601 -0.20
N -0.30890 -0.71044 -0.63357 -0.68
C 0.38178 0.08586 -1.54868 0.89
O -0.05821 0.48432 -2.59535 -0.61
O 1.60746 0.38175 -1.08957 -0.68
H -1.25820 -0.96092 3.30137 0.21
H -0.06421 0.25447 3.90383 0.22
H -1.40164 0.79442 3.03975 0.20
H 0.82782 0.61445 1.64086 0.21
H 0.60620 -1.07404 1.74202 0.21
H -1.33740 0.79750 0.33704 0.18
H -1.74396 -0.78910 0.85684 0.20
H -0.87851 -1.31625 -1.20735 0.39
H 2.10620 0.90580 -1.72462 0.50

# 8
16
Properties=species:S:1:pos:R:3:lowdin_spin:R:1 method="wB97M-V/def2-TZVPD" charge=+1 max_force_ha_per_bohr=0.07152 e_tot_ha=-362.677474 spin_multiplicity=2 s2=0.755
C 0.63279 0.58798 -1.70364 0.07
N -0.11737 0.23167 -0.53260 0.61
C -1.19006 1.20725 -0.44397 0.05
C 0.62649 -0.22979 0.65524 0.06
C 0.05576 -1.55383 1.23404 0.03
O -0.00061 -1.52843 2.60286 0.01
O 0.16200 -2.58362 0.59332 0.02
H 1.09445 1.69299 -1.75911 0.05
H -0.16123 0.51805 -2.68429 0.03
H 1.41393 -0.08607 -1.70466 0.00
H -2.08568 0.84152 -0.90992 0.02
H -1.59594 1.23905 0.51986 0.00
H -0.84658 2.19368 -0.71180 0.02
H 0.47432 0.47433 1.50442 0.03
H 1.74093 -0.53901 0.51758 0.00
H -0.20323 -2.46578 2.82269 0.00

# 9
16
Properties=species:S:1:pos:R:3:lowdin_spin:R:1 method="wB97M-V/def2-TZVPD" charge=+1 max_force_ha_per_bohr=0.06511 e_tot_ha=-362.721007 spin_multiplicity=2 s2=0.760
C 1.73869 -0.97221 0.38845 0.20
C 2.66842 -0.10206 0.90431 0.48
N 0.82134 -1.72452 1.07107 0.24
H 1.58347 -1.04829 -0.68518 0.00
H 3.28038 0.46066 0.21134 0.02
H 2.73095 0.02902 1.97995 0.02
H 1.07728 -2.02147 2.01378 0.01
H -0.29406 -0.26115 0.69857 0.00
H 0.62636 -2.55742 0.51281 0.01
O -0.35324 0.40665 -1.49172 0.01
C -1.18259 0.69307 -0.66078 0.00
O -0.96272 0.43654 0.63474 0.01
C -2.53185 1.29554 -0.92256 0.00
H -2.58379 2.32548 -0.57074 0.00
H -2.76329 1.28826 -1.98611 0.00
H -3.30671 0.77059 -0.36006 0.00

# 10
17
Properties=species:S:1:pos:R:3:nbo_charge:R:1 method="wB97M-V/def2-TZVPD" max_force_ha_per_bohr=0.07042 e_tot_ha=-761.131562
C 1.96241 -0.38959 -3.28477 1.03
C -1.28123 -0.40855 1.46202 -0.43
C 0.74032 -1.16515 0.33928 -0.42
C -0.59903 0.62466 -0.62172 -0.08
N -0.39816 -0.29652 0.30544 -0.44
O 2.56154 -0.69307 -2.36219 -0.52
O 1.41468 -0.15322 -4.25488 -0.51
S -2.02357 1.62866 -0.32250 -0.02
H -2.06738 0.34750 1.23227 0.20
H -1.77627 -1.33853 1.60160 0.21
H -0.74453 0.03100 2.38100 0.22
H 0.52231 -1.99566 -0.41657 0.21
H 1.78506 -0.79274 0.23680 0.24
H 0.88252 -1.74862 1.30377 0.21
H 0.08473 1.94462 1.58761 -0.01
H 0.66762 1.97782 2.07928 0.00
H -1.73102 2.42738 -1.26647 0.13